Entry 1:
Molecular formula: C47H98BIN4O21P
Method: DFT, ωB97M-V/def2-TZVPD

Last column: Löwdin charge in e.
CARTESIAN COORDINATES (ANGSTROEM)
N -1.895 3.485 2.438  0.04
H 0.168 0.741 3.907  0.08
C 9.412 -6.577 -3.902  -0.61
H 5.960 -7.726 -1.531  0.10
C -5.705 4.289 0.249  -0.18
H -10.318 -3.027 3.313  0.12
C -8.915 -2.952 4.934  -0.07
O 6.458 -6.000 -0.586  -0.03
H 2.574 6.351 -9.874  0.10
H -3.289 2.887 7.078  0.02
C -3.305 -6.402 -2.535  -0.61
H 5.921 5.948 -4.766  0.06
H 1.931 2.970 3.748  0.11
C 6.048 -5.072 0.279  -0.60
H 5.603 -7.717 0.207  0.10
H -5.188 -5.460 0.817  0.08
H 7.999 -3.883 2.805  0.08
H -1.441 0.358 3.382  0.08
O -8.536 -3.708 2.643  0.03
H 6.297 -4.270 3.009  0.08
C 2.570 3.154 2.884  -0.18
O 9.838 -5.720 -2.976  0.01
H -0.037 0.884 7.717  0.08
H -9.686 -2.814 5.692  0.08
H -8.497 -1.978 4.674  0.08
H -6.070 -2.629 -1.342  0.12
O -6.794 -4.597 1.728  0.00
C -5.419 -7.376 -2.815  -0.21
H -5.289 -7.266 -3.891  0.12
C 5.810 6.826 -2.155  -0.62
H -3.883 6.111 1.530  0.13
B -3.710 2.369 3.953  -0.67
H 3.806 7.122 -4.261  0.12
H 3.152 3.998 -1.100  0.06
O -2.653 -5.522 -1.766  -0.02
H 9.774 -6.078 -7.254  0.08
H -1.772 5.005 1.018  0.13
C -6.196 1.460 -2.448  -0.21
C -0.113 0.712 6.650  -0.41
C -2.313 3.185 3.868  -0.34
H 1.228 -0.924 6.331  0.07
H 9.619 -8.575 -5.478  0.12
H -1.618 3.416 7.284  0.04
O 10.409 -6.789 -4.762  0.04
H -3.589 -2.890 -1.167  0.07
H 11.073 -7.972 -6.260  0.12
H 8.073 -4.727 -2.510  0.10
H -4.595 1.959 -1.149  0.09
C -0.737 1.175 3.489  -0.27
O 5.895 5.509 -2.368  0.03
C -4.779 0.781 2.583  -0.04
O -3.808 1.066 3.599  0.01
H 7.179 9.261 -3.731  0.10
C -5.671 2.107 -1.161  -0.23
H 6.872 -2.638 3.376  0.07
C -5.705 -5.522 1.771  -0.04
C -6.052 3.572 -1.067  -0.21
H 3.848 -0.155 1.655  0.08
H -4.315 -0.155 -1.565  0.09
C -6.369 -0.050 -2.361  -0.20
H -0.747 -6.341 -1.730  0.10
H -7.134 3.621 -1.187  0.11
H 1.717 2.635 0.929  0.13
H 8.382 -6.213 -1.578  0.07
H 0.678 1.321 6.206  0.06
H 6.699 9.234 -2.025  0.10
H -4.175 -9.132 -2.627  0.08
C 5.160 4.696 -1.446  -0.20
H -6.104 1.552 -0.330  0.12
C 3.883 6.501 -5.155  -0.20
H 2.332 0.878 3.869  0.08
H 5.741 7.346 -5.834  0.09
C 2.753 6.418 -7.203  -0.61
N -2.358 4.375 4.669  0.12
O 3.021 5.255 -7.364  0.12
H -4.917 -0.291 2.575  0.10
C -4.197 4.237 0.510  -0.21
C 8.830 -5.343 -2.027  -0.04
H -6.053 -6.542 1.917  0.10
C -0.639 3.098 2.161  -0.47
C -2.280 2.549 7.276  -0.26
O -7.543 -5.460 3.678  0.13
O 2.058 7.184 -8.045  0.01
H -5.956 5.336 0.096  0.11
H 1.168 5.600 -9.070  0.09
H 8.299 -6.717 -6.540  0.07
H 5.713 -2.696 1.136  0.11
C 3.636 -0.333 2.702  -0.05
H -5.588 1.708 -3.317  0.12
H 7.411 -2.258 0.998  0.12
C 0.153 -0.761 6.326  -0.16
H -1.070 -5.235 -3.094  0.10
H -0.353 2.869 4.779  0.11
C 6.988 -3.487 2.701  -0.06
H -5.592 4.093 -1.903  0.12
C -5.446 -1.874 -0.871  -0.26
H 3.500 4.400 -2.789  0.08
O -4.870 3.019 4.355  0.15
C -7.620 -4.668 2.775  -0.61
C 9.282 -6.992 -6.920  -0.07
H -0.240 -1.402 7.104  0.07
H -5.896 -9.473 -2.838  0.08
H 5.433 5.727 -6.443  0.08
H -4.335 4.838 2.615  0.11
H 4.410 -0.896 3.209  0.07
O 6.994 -4.131 0.349  0.03
O 5.011 -5.082 0.892  0.13
H 4.010 1.058 4.299  0.12
H 2.186 4.283 1.123  0.12
H 1.026 7.212 -9.793  0.09
C -1.195 2.251 4.448  -0.37
O 3.093 7.166 -6.151  0.04
C 1.723 3.447 1.638  -0.09
H -3.634 4.620 -0.342  0.12
C 3.677 4.694 -1.755  -0.06
C 5.582 -7.127 -0.707  -0.02
H 9.148 -7.654 -7.776  0.08
O -2.825 -7.038 -3.436  0.13
H 4.566 -6.810 -0.931  0.10
H -2.207 2.077 8.247  0.04
N 0.360 3.892 1.958  0.18
C -1.253 -5.428 -2.039  -0.04
H -1.462 4.643 5.050  0.10
H -0.874 -4.595 -1.453  0.09
H -4.966 3.049 5.318  0.12
O 8.314 -7.074 -3.950  0.11
H -5.281 -8.883 -1.283  0.08
H -6.047 -1.407 -0.094  0.10
H -3.583 -1.920 0.289  0.05
C -2.255 4.839 1.981  -0.17
H -1.857 5.619 2.630  0.12
C -4.208 -2.563 -0.334  -0.10
H -9.889 -4.611 3.938  0.13
H -4.713 -1.383 -2.765  0.11
O 6.525 7.447 -3.091  -0.02
C 1.690 6.534 -9.265  -0.04
C -3.741 5.053 1.731  -0.16
H 5.562 3.690 -1.553  0.13
O -4.571 -6.448 -2.117  0.02
C 3.335 0.968 3.449  -0.25
H 3.444 5.532 -4.918  0.11
H 3.191 4.012 3.135  0.13
H -6.438 -7.077 -2.575  0.12
C 6.452 8.876 -3.022  -0.02
C 5.331 6.370 -5.569  -0.05
C -5.179 -8.802 -2.366  -0.06
O 5.191 7.357 -1.268  0.12
P -1.740 1.319 5.998  1.03
H 5.457 9.214 -3.310  0.10
H -4.446 -3.453 0.240  0.05
H -5.011 -5.244 2.565  0.10
H 2.746 -0.955 2.729  0.07
H 0.213 4.894 2.013  0.17
H -4.388 1.051 1.614  0.03
C 6.731 -3.064 1.269  -0.21
H -0.202 -1.058 5.346  0.05
H -3.866 3.212 0.656  0.06
H 3.244 5.686 -1.622  0.08
O 3.434 2.084 2.580  -0.13
H -3.087 4.374 5.361  0.08
C -5.102 -0.820 -1.921  -0.21
H -6.200 3.860 1.117  0.12
H -7.181 1.883 -2.645  0.11
H 9.323 -4.759 -1.255  0.10
H 5.357 5.020 -0.424  0.12
N -0.377 1.718 2.127  -0.42
H -7.191 -0.335 -1.710  0.11
C -9.496 -3.622 3.707  -0.21
H -8.113 -3.550 5.365  0.07
C 10.109 -7.675 -5.851  -0.21
H -6.639 -0.422 -3.346  0.11
H -5.747 1.227 2.794  0.10
I -1.450 0.851 0.599  1.07

Properties
* E: -4312.4662 a.u.
* LUMO: -3.7 eV
* net charge: +1


Entry 2:
Molecular formula: C48H100N9O13S3Si
Method: DFT, ωB97M-V/def2-TZVPD

Last column: Löwdin charge in e.
CARTESIAN COORDINATES (ANGSTROEM)
N -5.738 5.024 -0.552  -0.17
H -5.698 -4.212 -4.363  0.09
C 7.621 6.083 0.748  -0.05
H -1.271 -5.138 5.716  0.10
C 2.227 0.058 -2.536  -0.15
N 0.684 -1.777 -3.705  -0.32
C -0.701 -7.301 4.493  -0.06
C -1.096 -10.880 -0.618  -0.06
H -4.666 -2.833 2.010  0.05
C -2.356 2.487 -1.055  -0.41
H -3.297 -8.608 -0.073  0.10
H -3.582 -7.391 -5.709  0.09
H 0.287 -6.856 4.640  0.09
H -1.990 -7.349 2.269  0.10
C 3.202 5.297 -0.319  -0.41
H 4.959 -0.796 2.090  0.07
H -2.651 0.095 3.870  0.04
C 10.075 10.781 -0.366  -0.04
H -3.853 -2.155 7.199  0.09
H -5.382 -5.128 -2.875  0.10
H -1.940 -7.793 -0.878  0.09
C -6.250 4.380 -1.798  -0.17
H -5.839 0.237 0.351  0.02
H -4.924 -3.081 8.270  0.10
C 5.537 -1.387 1.380  -0.06
O 9.103 2.858 0.125  -0.01
H -1.562 -2.065 -4.051  0.11
C -1.263 -1.438 -1.996  -0.27
H -0.426 1.955 -3.225  0.13
H -3.608 1.518 3.171  0.04
H -0.306 -0.800 1.101  0.12
H 2.961 -0.105 -3.415  0.14
C -2.639 -9.977 -2.310  -0.34
H 2.641 -0.556 -1.670  0.10
H 10.249 4.640 1.904  0.09
C -3.183 -5.197 -4.443  -0.30
H -2.849 2.610 -3.217  0.11
H 10.187 10.596 -1.437  0.09
H -7.275 -2.386 5.049  0.08
C -5.227 4.696 -3.003  -0.18
O -3.408 -9.157 -2.779  0.00
C 0.662 -2.244 -0.288  -0.14
H -1.490 0.624 -4.077  0.12
H -0.618 -8.133 3.792  0.08
H -4.212 4.205 -2.826  0.09
H 8.639 12.233 1.498  0.09
C -2.540 1.769 -2.487  -0.24
C -1.844 -5.098 4.789  -0.04
H -1.550 -4.216 4.211  0.08
C -6.791 -1.941 5.919  -0.06
C 7.575 -1.254 0.075  -0.34
C -2.891 0.654 2.900  -0.18
O -3.010 -5.601 2.315  0.00
H 4.926 -1.603 0.499  0.08
H -6.436 -5.821 -4.137  0.09
H 1.472 2.025 -1.546  0.11
H -1.471 -11.258 0.336  0.09
H -5.955 -4.131 4.859  0.14
H -5.577 1.195 1.906  0.02
H -4.229 -2.108 -0.486  0.13
C -2.238 -6.413 2.794  -0.34
H -1.681 1.907 -0.341  0.08
H -3.491 -2.397 3.363  0.04
H 4.641 3.124 0.239  0.12
C -5.306 -3.891 5.716  -0.32
H -3.047 -2.698 -2.423  0.11
H -1.992 3.553 -1.266  0.07
H -2.365 -5.736 -4.948  0.14
H 2.824 2.729 0.431  0.14
H -0.045 0.473 -1.264  0.11
C 0.788 -0.392 -3.063  -0.31
O -4.371 -4.607 6.030  -0.01
O 4.242 5.747 0.195  0.07
H -2.913 -5.027 5.018  0.05
O -3.084 -0.324 0.008  -0.31
O 8.279 8.702 -0.794  -0.01
C 6.977 0.651 1.513  -0.05
H 7.259 3.678 -0.077  0.12
N -1.605 -6.287 3.991  -0.19
H 7.054 11.934 0.747  0.08
C 8.122 12.038 0.555  -0.06
C -4.460 4.474 -0.108  -0.97
C -0.535 -0.010 -2.171  -0.14
C -4.696 6.852 -2.081  -0.17
H -6.437 -0.940 5.658  0.09
H 7.533 6.412 1.788  0.09
H -7.514 -1.871 6.735  0.09
C -4.892 -2.305 7.501  -0.04
C 3.648 2.988 -0.330  -0.19
H -3.238 -1.029 -3.145  0.13
N 6.727 -0.668 0.967  -0.20
H -0.679 -1.204 -5.835  -0.04
C 9.976 5.317 1.091  -0.04
H 8.284 12.875 -0.130  0.09
H 1.834 7.037 -0.365  0.10
H -2.858 -2.930 1.718  0.03
O -5.062 6.108 -3.276  -0.17
C 8.317 3.786 0.216  -0.34
C -0.854 -2.401 -0.783  -0.11
C -3.671 -2.307 2.233  -0.18
C 1.732 5.923 -0.156  0.02
C -1.199 1.131 -3.080  -0.13
H 4.001 0.808 -0.707  0.11
S -4.100 2.683 -0.365  0.84
O 7.421 -2.356 -0.420  0.00
H 1.404 5.680 0.912  0.10
H 10.563 11.720 -0.103  0.09
H -0.106 -10.439 -0.472  0.09
N -4.384 -5.814 -4.569  -0.18
C 1.490 -1.600 2.107  -0.37
H -4.750 7.987 -2.258  0.14
C -5.550 -5.214 -3.951  -0.03
H -4.635 -0.564 -1.376  0.12
H 6.144 1.310 1.252  0.07
H 1.490 -2.417 -3.639  0.15
C 0.781 -1.038 0.786  -0.07
H -5.477 7.121 0.084  0.12
H 8.446 -0.626 -0.172  0.14
O -2.986 -4.150 -3.839  -0.04
Si -3.759 -0.499 1.599  0.47
C -2.838 -1.579 -2.221  -0.11
C -5.673 6.483 -0.852  -0.19
C 2.352 1.604 -2.132  -0.17
H -1.656 -8.723 0.618  0.07
C -2.232 -8.678 -0.306  -0.05
H 7.903 1.071 1.116  0.06
H -6.321 -0.568 1.977  0.04
H 0.908 -3.206 0.303  0.13
H -5.654 4.226 -3.967  0.14
S -3.289 5.395 0.682  0.62
C -5.592 0.144 1.470  -0.19
H 10.541 9.958 0.181  0.09
N 8.619 5.032 0.671  -0.19
H 10.654 5.147 0.251  0.09
O 0.904 -2.589 2.961  0.03
H 10.062 6.350 1.428  0.09
C -3.742 -1.173 -0.962  -0.24
H 5.832 -2.332 1.842  0.10
H 0.668 0.276 -3.994  0.07
H -2.394 -10.911 -2.841  0.13
C 7.886 9.743 -0.298  -0.33
O 2.643 -1.211 2.421  0.06
C -4.537 -7.057 -5.301  -0.05
H 7.056 0.577 2.601  0.09
H -1.017 -11.708 -1.324  0.09
H -0.964 -3.490 -1.151  0.13
H -5.243 -6.902 -6.121  0.09
H 1.426 -2.195 -1.130  0.09
H -1.961 1.154 2.457  0.03
H 7.939 6.924 0.125  0.06
H -7.238 4.900 -2.090  0.14
N -2.000 -9.860 -1.112  -0.20
H -1.079 -7.674 5.448  0.09
H -6.503 3.275 -1.686  0.11
H 4.628 1.942 -2.054  0.13
C -0.694 -2.240 -3.313  -0.16
H -1.522 -2.325 0.139  0.10
C 3.763 1.740 -1.329  -0.15
H -5.296 -1.375 7.902  0.09
N -5.664 -2.741 6.353  -0.20
H 1.063 5.402 -0.935  0.09
H -3.436 1.057 -2.459  0.08
H -3.603 6.608 -1.860  0.10
O 3.323 4.146 -1.155  -0.09
H -4.925 -7.822 -4.624  0.08
S 0.654 -1.430 -5.457  0.89
H -6.730 6.791 -1.202  0.14
H 6.650 5.727 0.402  0.06
H 2.493 2.210 -3.100  0.13
H 1.302 -0.106 0.368  0.11
H 6.832 9.886 -0.012  0.14
H 0.279 -2.166 3.593  0.12
N 8.663 10.831 -0.039  -0.20
H -0.654 -3.376 -3.266  0.14

Properties
* E: -4843.4798 a.u.
* LUMO: -2.9 eV
* net charge: +1


Number 1: Kohn-Sham gap 0.272 Eh, M 1224.00 g/mol. Number 2: Kohn-Sham gap 0.257 Eh, M 1135.66 g/mol.